C42H62BeBrCaCl2F7K2NO10P2S3 | ωB97M-V/def2-TZVPD

Values from the calculation:
Maximum force: 0.201 Eh/bohr
Orbital gap: 1.075 eV

Structure (ORCA input):
```
! RIJCOSX wB97M-V def2-TZVPD def2/J DEFGRID3
* xyz 1 1
C 8.024 3.831 2.241
C 8.257 2.546 1.425
C 7.291 2.416 0.256
C 7.225 3.614 -0.714
C 8.592 4.127 -1.214
C 8.515 4.495 -2.693
C 8.369 3.282 -3.653
C 8.807 1.920 -3.113
C 8.371 0.835 -4.128
C 6.857 0.551 -4.062
C 6.529 -0.952 -3.970
C 5.165 -1.290 -4.566
C 3.939 -0.846 -3.729
C 2.983 -2.039 -3.498
C 1.510 -1.609 -3.334
C 0.948 -1.816 -1.903
N 0.320 -0.585 -1.418
C 0.288 -0.523 -0.031
C 0.603 -1.593 0.888
C 0.495 -1.449 2.336
C 0.094 -0.177 2.995
P -0.079 0.060 4.773
C -0.013 1.897 5.033
O -1.687 -0.253 5.086
C -0.250 0.961 2.096
C -0.161 0.760 0.582
S -0.623 2.049 -0.577
C -1.486 1.012 -1.736
C -0.906 -0.219 -2.009
C -1.579 -1.046 -2.880
C -2.774 -0.688 -3.465
C -3.323 0.531 -3.178
S -4.862 0.890 -3.944
O -4.713 1.567 -5.181
O -5.785 1.443 -3.014
F -5.414 -0.537 -4.282
C -2.692 1.434 -2.306
C -3.296 2.787 -1.986
C -2.404 4.012 -2.401
C -2.145 4.980 -1.254
Cl -1.955 6.654 -1.887
H 7.025 3.818 2.666
H 8.088 4.727 1.605
H 8.766 3.929 3.055
H 9.305 2.531 1.011
H 8.217 1.703 2.109
H 6.294 2.294 0.678
H 7.544 1.521 -0.305
H 6.684 4.423 -0.226
H 6.685 3.277 -1.595
H 9.397 3.426 -0.994
H 8.847 5.049 -0.675
H 7.612 5.097 -2.807
H 9.329 5.151 -2.991
H 7.324 3.229 -3.955
H 8.951 3.477 -4.550
H 9.893 1.906 -3.030
H 8.348 1.655 -2.168
H 8.964 -0.066 -3.983
H 8.653 1.250 -5.095
H 6.402 1.066 -3.215
H 6.395 0.958 -4.960
H 7.317 -1.463 -4.525
H 6.611 -1.308 -2.942
H 5.093 -2.349 -4.802
H 5.160 -0.766 -5.524
H 3.421 -0.071 -4.289
H 4.304 -0.432 -2.791
H 3.061 -2.636 -4.404
H 3.346 -2.634 -2.663
H 1.465 -0.546 -3.560
H 0.891 -2.154 -4.043
H 1.799 -2.066 -1.280
H 0.278 -2.677 -1.891
H 0.867 -2.558 0.499
H 0.679 -2.283 2.990
H -0.521 2.404 4.211
H 1.019 2.237 5.077
H -0.530 2.107 5.957
H -2.188 -0.051 4.273
H -0.586 1.963 2.468
H -1.168 -2.004 -3.155
H -3.256 -1.371 -4.144
H -3.429 2.835 -0.905
H -4.250 2.930 -2.464
H -2.919 4.536 -3.197
H -1.457 3.631 -2.779
H -1.223 4.780 -0.731
H -2.960 4.983 -0.540
C -10.167 0.148 2.282
C -9.483 -1.201 2.334
O -9.046 -1.630 1.043
C -7.915 -1.036 0.607
O -7.275 -0.226 1.227
O -7.664 -1.474 -0.619
C -6.534 -0.838 -1.247
H -10.977 0.135 1.552
H -10.575 0.410 3.258
H -9.469 0.926 1.981
H -10.193 -1.959 2.672
H -8.644 -1.195 3.033
H -5.646 -0.913 -0.621
H -6.768 0.197 -1.455
H -6.355 -1.360 -2.178
K -1.526 2.430 7.737
Cl -1.819 -2.336 2.345
Be 10.051 4.101 1.637
C -8.716 -6.992 3.099
C -8.590 -6.085 2.043
C -9.124 -4.810 2.167
C -9.775 -4.443 3.341
C -9.902 -5.347 4.392
C -9.377 -6.627 4.274
H -8.291 -8.002 3.003
H -8.068 -6.371 1.133
H -9.025 -4.106 1.351
H -10.183 -3.447 3.439
H -10.405 -5.052 5.302
H -9.474 -7.334 5.092
F -4.049 -6.577 0.813
P -4.648 -5.469 1.899
F -4.517 -5.218 3.548
F -3.056 -5.033 1.860
F -5.983 -5.392 0.833
F -4.949 -3.836 1.806
F -5.472 -6.780 2.533
O 5.198 1.521 7.048
S 4.493 2.779 7.371
O 3.044 2.557 7.372
O 4.839 3.804 6.364
O 4.956 3.227 8.688
K 1.818 0.900 1.517
Ca -10.340 -8.234 2.204
Br 4.006 -1.632 0.752
*
```

Atom charges from the Mulliken analysis, given in e for atoms 1 to 99: C -1.3280; C -0.2639; C -0.4602; C -0.8244; C -0.3181; C -1.4771; C -0.5158; C 0.1666; C -1.2834; C 0.0587; C -1.0198; C -1.1675; C -0.2542; C -0.9814; C -0.7234; C -1.3853; N 0.4173; C 0.6611; C -0.1725; C -1.1143; C 1.3339; P 0.0117; C -0.6064; O -0.4714; C -1.5839; C -0.2869; S -0.4869; C 0.6535; C -0.5258; C -0.0483; C -1.2058; C 0.4666; S 1.3315; O -0.6534; O -0.5770; F -0.2276; C -0.3945; C -0.9667; C -1.0365; C -0.2825; Cl -0.2310; H 0.4333; H 0.3843; H 0.2744; H 0.1923; H 0.4629; H 0.4061; H 0.1399; H 0.5106; H 0.4632; H 0.4259; H 0.2536; H 0.3544; H 0.4080; H 0.2477; H 0.4867; H 0.3790; H -0.3317; H 0.5526; H 0.3393; H 0.0628; H 0.3893; H 0.5165; H 0.2727; H 0.5517; H 0.3510; H 0.3790; H 0.1562; H 0.5647; H 0.3719; H 0.3371; H 0.4227; H 0.4777; H 0.6278; H 0.6448; H 0.6655; H 0.4109; H 0.3688; H -0.2643; H 0.3358; H 0.0527; H 0.5569; H 0.5819; H 0.4810; H 0.6273; H 0.5182; H 0.4748; H 0.1621; H 0.3688; C -1.3437; C -0.0088; O -0.3526; C 0.7395; O -0.5564; O -0.3501; C -0.8587; H 0.3052; H 0.3961; H 0.3538

---

C42H62N5NaO2S | ωB97M-V/def2-TZVPD

Values from the calculation:
Maximum force: 0.028 Eh/bohr
Orbital gap: 4.141 eV

Structure (ORCA input):
```
! RIJCOSX wB97M-V def2-TZVPD def2/J DEFGRID3
* xyz -2 1
Na -0.383 -0.254 1.367
C -0.074 -3.742 -0.809
C 1.028 -3.289 -1.762
C 2.289 -2.623 -1.109
C 3.517 -3.251 -1.747
C 4.582 -3.644 -1.018
C 4.558 -3.588 0.405
C 3.317 -3.268 0.960
N 2.236 -2.854 0.343
N -1.052 -2.762 -0.305
C -1.719 -2.038 -1.364
C -2.678 -0.973 -0.881
C -3.441 -0.279 -1.816
C -4.276 0.730 -1.382
C -4.371 0.986 -0.020
C -3.621 0.209 0.843
N -2.775 -0.737 0.430
C -1.974 -3.437 0.601
C -1.922 -3.049 2.076
C -2.895 -3.581 2.921
C -2.896 -3.235 4.260
C -1.937 -2.348 4.720
C -1.002 -1.877 3.813
N -0.973 -2.235 2.528
H 0.428 -4.151 0.069
H -0.630 -4.559 -1.312
H 0.628 -2.639 -2.543
H 1.370 -4.200 -2.261
H 3.502 -3.419 -2.821
H 5.452 -4.056 -1.524
H 5.393 -3.914 1.011
H 3.180 -3.417 2.032
H -2.272 -2.706 -2.053
H -0.958 -1.534 -1.965
H -3.353 -0.508 -2.870
H -4.836 1.317 -2.099
H -5.012 1.770 0.361
H -3.680 0.339 1.916
H -1.808 -4.521 0.539
H -3.005 -3.265 0.282
H -3.647 -4.255 2.525
H -3.640 -3.648 4.932
H -1.912 -2.025 5.752
H -0.254 -1.160 4.124
O 2.580 1.691 4.862
S 2.191 0.657 3.844
C 3.618 0.533 2.713
C 4.761 0.158 3.639
C 4.266 -1.073 4.405
C 2.739 -0.936 4.574
H 3.749 1.483 2.193
H 3.374 -0.263 2.005
H 4.916 0.987 4.333
H 5.690 -0.035 3.100
H 4.773 -1.169 5.367
H 4.483 -1.964 3.824
H 2.409 -0.923 5.612
H 2.197 -1.713 4.030
C -2.188 0.070 -5.554
C -2.069 1.285 -4.663
C -2.702 2.486 -5.033
C -2.562 3.592 -4.198
C -3.171 4.915 -4.604
C -1.835 3.519 -3.018
C -1.156 2.320 -2.597
C -1.340 1.215 -3.505
N -0.400 2.107 -1.527
C 0.043 3.193 -0.660
C -1.094 3.922 0.091
C 0.924 2.543 0.417
C 0.922 4.206 -1.421
H -2.277 0.365 -6.602
H -3.073 -0.526 -5.305
H -1.315 -0.577 -5.453
H -3.277 2.553 -5.952
H -3.876 4.788 -5.430
H -2.394 5.611 -4.932
H -3.700 5.384 -3.770
H -1.787 4.411 -2.411
H -0.830 0.294 -3.241
H -1.843 3.184 0.392
H -1.581 4.689 -0.511
H -0.706 4.397 0.998
H 0.283 1.982 1.100
H 1.468 3.297 0.998
H 1.641 1.873 -0.062
H 0.404 4.612 -2.291
H 1.822 3.696 -1.777
H 1.220 5.036 -0.770
C -1.333 1.498 5.174
C -1.339 1.891 3.680
C -2.765 2.364 3.334
O -0.871 0.892 2.882
H -1.737 2.301 5.803
H -0.316 1.272 5.505
H -1.952 0.602 5.299
H -0.706 2.806 3.602
H -3.487 1.574 3.575
H -2.834 2.592 2.268
H -3.033 3.262 3.905
C 2.100 -0.977 -3.896
C 2.632 -0.369 -2.597
C 4.154 -0.199 -2.666
C 2.168 -1.078 -1.313
H 2.379 -0.346 -4.744
H 1.012 -1.043 -3.888
H 2.504 -1.979 -4.071
H 2.200 0.634 -2.529
H 4.662 -1.159 -2.581
H 4.503 0.436 -1.845
H 4.446 0.273 -3.610
H 2.721 -0.614 -0.492
H 1.112 -0.822 -1.152
*
```

Atom charges from the Mulliken analysis, given in e for atoms 1 to 99: Na 1.2820; C -1.9672; C -1.5003; C 4.0512; C -1.6356; C -0.1992; C -1.1567; C -0.3158; N -0.6585; N 2.1082; C -0.3591; C 0.5394; C -1.0049; C -0.4512; C -0.9337; C -0.5774; N 0.4018; C -2.1898; C 1.3058; C -1.1929; C -0.5168; C -1.1680; C 0.1688; N 0.1338; H 0.5943; H 0.5212; H 0.2094; H 0.4284; H 0.1808; H 0.3520; H 0.3849; H 0.4764; H 0.0932; H -0.3430; H 0.7082; H 0.3633; H 0.3763; H 0.4086; H 0.7551; H 0.3187; H 0.4429; H 0.3726; H 0.4635; H 0.4319; O -0.7929; S 0.8520; C -0.3999; C -0.8095; C -0.7258; C -0.6515; H 0.5787; H -0.2887; H 0.3332; H 0.4316; H 0.3228; H 0.2787; H 0.6046; H 0.0833; C -1.7990; C 1.6367; C -1.1573; C 0.4640; C -1.7455; C -0.4576; C -0.2678; C 0.4417; N 0.1924; C 2.0137; C -1.4174; C -0.9249; C -1.8689; H 0.4883; H 0.2961; H 0.1885; H 0.2352; H 0.3789; H 0.2897; H 0.3397; H 0.1531; H -0.3269; H -0.0584; H 0.4269; H 0.4469; H -0.5537; H 0.5341; H 0.0000; H 0.3658; H 0.3224; H 0.4262; C -1.3150; C 0.4858; C -1.5607; O -0.3436; H 0.3830; H 0.1979; H 0.1573; H 0.0666; H 0.2957; H 0.1362

---

| no. | LUMO energy (Ha) |
| --- | --- |
| 1 | -0.2384 |
| 2 | 0.1297 |